(1)
2 unconnected molecules or ions with the total composition C5H14. Source: OMol25; level of theory: ωB97M-V/def2-TZVPD.

The geometry in XYZ format:
```
19
Properties=species:S:1:pos:R:3:mulliken_charge:R:1
C -1.55203 0.37924 -0.42686 -1.00
C -0.96047 -0.89496 -1.09646 -0.05
C -1.46433 -2.19666 -0.38200 -1.25
H -2.60364 0.11248 -0.55119 0.43
H -1.37282 0.54361 0.62188 0.24
H -1.07401 1.20530 -0.96168 0.19
H -1.31318 -1.16758 -2.07856 0.29
H 0.16405 -0.83767 -1.01583 0.14
H -1.17081 -2.32757 0.67275 0.33
H -2.54146 -2.36977 -0.20475 0.37
H -1.12213 -3.12913 -0.93173 0.31
C 2.20659 0.66806 0.57216 -0.66
C 1.51636 1.96728 0.95221 -0.84
H 2.85050 0.39266 1.42319 0.28
H 1.60083 -0.24801 0.49857 0.15
H 2.94438 0.74792 -0.23974 0.25
H 1.00963 2.58918 0.14850 0.23
H 2.17398 2.75646 1.30806 0.36
H 0.70858 1.80916 1.69147 0.22
```

E_LUMO, eV: 1.14
Highest occupied orbital energy, Eh: -0.397
Orbital gap, eV: 11.94
Structure (SMILES): CCC.CC

---

(2)
2 unconnected molecules or ions with the total composition C5H14. Source: OMol25; level of theory: ωB97M-V/def2-TZVPD.

The geometry in XYZ format:
```
19
Properties=species:S:1:pos:R:3:mulliken_charge:R:1
C 1.51442 1.59016 -1.49047 -1.29
C 0.36869 0.90573 -0.75909 0.30
C -0.71313 1.86597 -0.28142 -1.21
H 1.65923 2.58113 -1.02790 0.32
H 2.48977 1.13628 -1.30573 0.37
H 1.30746 1.78061 -2.54226 0.31
H -0.07015 0.07850 -1.32782 0.27
H 0.77958 0.36782 0.10103 -0.07
H -1.68335 1.39864 -0.12694 0.33
H -0.37869 2.35655 0.63355 0.32
H -0.82516 2.70222 -0.97993 0.36
C 0.11564 -2.33432 1.33248 -0.93
C -1.29708 -1.84774 0.96283 -0.60
H 0.66212 -2.60823 0.42840 0.27
H 0.70407 -1.49575 1.72454 0.25
H 0.22978 -3.13046 2.06716 0.34
H -1.20000 -1.33726 0.01148 0.10
H -1.90451 -2.74846 0.82617 0.32
H -1.75869 -1.26141 1.75392 0.24
```

E_LUMO, eV: 1.12
Highest occupied orbital energy, Eh: -0.413
Orbital gap, eV: 12.35
Structure (SMILES): CCC.CC

---

(3)
2 unconnected molecules or ions with the total composition C5H14. Source: OMol25; level of theory: ωB97M-V/def2-TZVPD.

The geometry in XYZ format:
```
19
Properties=species:S:1:pos:R:3:mulliken_charge:R:1
C -1.10357 0.16478 -0.91195 -1.09
C -0.12071 -0.94472 -1.23262 -0.17
C -0.48452 -2.41477 -0.95238 -0.98
H -0.64755 1.18563 -1.34050 0.15
H -1.42276 0.02231 0.06767 0.41
H -1.92380 0.09639 -1.72298 0.34
H 0.16898 -0.88392 -2.27392 0.39
H 0.76646 -0.84974 -0.58880 0.12
H 0.35637 -2.78370 -0.24667 0.25
H -1.44086 -2.54619 -0.51222 0.31
H -0.49940 -2.97278 -1.91877 0.25
C 0.47651 2.09722 1.13228 -0.93
C 1.09995 0.88153 1.85702 -0.62
H 0.78337 2.93990 1.60138 0.41
H 0.69790 2.19832 0.00126 0.17
H -0.54320 1.97425 1.08062 0.33
H 2.17447 1.10114 1.90851 0.27
H 0.94288 -0.06212 1.25025 0.06
H 0.71949 0.79647 2.80182 0.33
```

E_LUMO, eV: 1.13
Highest occupied orbital energy, Eh: -0.395
Orbital gap, eV: 11.87
Structure (SMILES): CCC.CC

---

(4)
2 unconnected molecules or ions with the total composition C5H14. Source: OMol25; level of theory: ωB97M-V/def2-TZVPD.

The geometry in XYZ format:
```
19
Properties=species:S:1:pos:R:3:mulliken_charge:R:1
C 0.73287 1.27738 -0.58723 -0.54
C 1.45826 2.10028 0.50529 -0.37
C 2.10543 1.17404 1.59994 -1.08
H 1.47424 1.07625 -1.35072 0.34
H -0.14853 1.87144 -0.78505 0.33
H 0.40433 0.32708 -0.17763 -0.15
H 2.29066 2.66337 0.07788 0.24
H 0.85397 2.75294 1.12705 0.30
H 1.38565 0.39470 1.86826 0.27
H 3.02176 0.75125 1.21105 0.28
H 2.28357 1.68153 2.55111 0.35
C -1.68859 -1.39670 -0.41250 -0.68
C -2.32865 -2.57651 -1.12363 -1.00
H -2.37594 -0.58402 -0.14430 0.34
H -1.42504 -1.70540 0.60783 0.29
H -0.83593 -1.08673 -1.00030 0.19
H -1.48081 -3.25712 -1.29480 0.27
H -2.66882 -2.33280 -2.12965 0.29
H -3.05844 -3.13099 -0.54261 0.32
```

E_LUMO, eV: 1.13
Highest occupied orbital energy, Eh: -0.409
Orbital gap, eV: 12.27
Structure (SMILES): CCC.CC

---

Least stable structure: (3)

---

(1)
2 unconnected molecules or ions with the total composition C5H14. Source: OMol25; level of theory: ωB97M-V/def2-TZVPD.

The geometry in XYZ format:
```
19
Properties=species:S:1:pos:R:3:mulliken_charge:R:1
C -1.76993 0.63148 1.96446 -1.00
C -0.49623 1.32604 1.27700 -0.04
C -0.41251 1.42122 -0.22836 -0.98
H -2.32361 -0.12084 1.04894 0.22
H -2.69082 1.32166 2.14610 0.26
H -1.53676 0.27255 2.90516 0.35
H -0.56942 2.50179 1.55047 0.17
H 0.43168 0.78179 1.60882 0.24
H -0.75237 2.20698 -0.95353 0.38
H 0.64447 1.40339 -0.67375 0.27
H -0.98083 0.56300 -0.72200 0.11
C 1.24089 -0.93300 -1.74603 -0.49
C 1.37532 -2.31540 -1.03985 -0.90
H 1.64585 -0.15952 -1.03766 0.07
H 1.87613 -1.02272 -2.71585 0.29
H 0.21190 -0.59838 -1.93753 0.21
H 1.23390 -3.25291 -1.72002 0.26
H 0.78446 -2.34002 -0.15406 0.30
H 2.40022 -2.33882 -0.70843 0.27
```

E_LUMO, eV: 1.09
Highest occupied orbital energy, Eh: -0.385
Orbital gap, eV: 11.56
Structure (SMILES): CCC.CC

---

(2)
2 unconnected molecules or ions with the total composition C5H14. Source: OMol25; level of theory: ωB97M-V/def2-TZVPD.

The geometry in XYZ format:
```
19
Properties=species:S:1:pos:R:3:mulliken_charge:R:1
C 0.09484 -0.37612 2.13522 -1.20
C 1.03663 -0.92931 1.05805 0.09
C 1.41693 -2.46224 0.96630 -1.06
H -0.32830 0.51496 1.80449 0.34
H 0.64933 -0.30219 3.02157 0.35
H -0.80064 -0.91263 2.10280 0.38
H 0.72035 -0.65772 -0.00664 -0.03
H 2.04422 -0.47786 1.18502 0.23
H 1.37903 -2.83498 1.98406 0.30
H 0.97377 -3.10833 0.24283 0.33
H 2.48117 -2.64673 0.56512 0.28
C -1.89620 2.06659 -2.07827 -0.76
C -0.51985 1.46363 -1.66330 -0.73
H -2.10351 3.20766 -1.70759 0.21
H -1.80737 2.16453 -3.23049 0.23
H -2.82559 1.53517 -1.63255 0.26
H 0.30837 1.62744 -2.38660 0.32
H -0.66292 0.42681 -1.71938 0.26
H -0.16027 1.70133 -0.64065 0.21
```

E_LUMO, eV: 1.03
Highest occupied orbital energy, Eh: -0.404
Orbital gap, eV: 12.02
Structure (SMILES): CCC.CC

---

Least stable structure: (1)